[1]
{"formula": "C24H50BrN3O5S", "method": "wB97M-V/def2-TZVPD", "symbols": ["C", "C", "C", "Br", "O", "S", "O", "O", "C", "C", "C", "N", "H", "H", "H", "H", "H", "H", "H", "H", "H", "H", "H", "H", "H", "H", "C", "C", "C", "C", "C", "C", "N", "O", "C", "C", "C", "H", "H", "H", "H", "H", "H", "H", "H", "H", "H", "H", "H", "H", "H", "H", "H", "H", "H", "C", "C", "C", "C", "C", "C", "N", "O", "C", "C", "C", "H", "H", "H", "H", "H", "H", "H", "H", "H", "H", "H", "H", "H", "H", "H", "H", "H", "H"], "xyz": [[1.7231, 1.6768, 0.6355], [1.2862, 2.2870, -0.6879], [-0.2042, 2.3954, -0.7754], [-0.7279, 3.1870, -2.4949], [-0.7741, 1.1289, -0.4851], [-2.3217, 0.9236, -1.0805], [-2.1912, 0.0142, -2.1715], [-3.0068, 0.0242, 0.0846], [-3.7272, 0.7920, 1.0697], [-4.8398, 1.6883, 0.5283], [-4.4752, 3.1548, 0.3312], [-4.7395, 3.9549, 1.5422], [1.3310, 0.6698, 0.7296], [2.8023, 1.6122, 0.7109], [1.3630, 2.2475, 1.4889], [1.6584, 1.6907, -1.5192], [1.7458, 3.2674, -0.7735], [-0.5540, 3.0823, -0.0101], [-3.0586, 1.3483, 1.7281], [-4.1901, 0.0452, 1.7045], [-5.6590, 1.6609, 1.2437], [-5.2399, 1.2643, -0.3880], [-5.0940, 3.5536, -0.4676], [-3.4361, 3.2786, 0.0281], [-4.4566, 4.9066, 1.3291], [-4.1075, 3.6653, 2.2839], [2.0102, 2.4904, 7.3731], [1.8325, 2.1363, 5.8761], [0.6044, 1.2406, 5.6918], [0.8141, -0.2000, 6.1536], [2.0692, -0.7926, 5.5158], [3.3148, 0.0672, 5.7327], [3.0734, 1.4901, 5.3508], [3.0912, 1.5906, 4.0614], [3.7608, -0.0361, 7.2035], [4.4765, -0.5135, 4.9321], [1.5773, 3.4663, 5.1728], [3.0587, 2.6567, 7.6186], [1.4826, 3.4112, 7.6193], [1.6154, 1.7263, 8.0417], [0.3250, 1.2259, 4.6328], [-0.2405, 1.6813, 6.2260], [0.8815, -0.2480, 7.2438], [-0.0537, -0.8008, 5.8752], [2.2483, -1.7936, 5.9132], [1.8930, -0.9156, 4.4423], [4.5952, 0.6370, 7.4047], [4.0959, -1.0509, 7.4178], [2.9712, 0.1771, 7.9192], [4.2469, -0.5987, 3.8717], [4.7082, -1.5141, 5.2957], [5.3718, 0.1007, 5.0404], [2.4367, 4.1324, 5.2639], [0.7181, 3.9566, 5.6297], [1.3490, 3.3390, 4.1159], [-0.7111, -0.6484, -6.1465], [-1.4380, -1.9024, -5.6015], [-0.7215, -2.4197, -4.3522], [0.5952, -3.1365, -4.6489], [0.3939, -4.2269, -5.7009], [-0.2785, -3.7120, -6.9744], [-1.5223, -2.9483, -6.6670], [-2.4683, -3.7817, -6.3764], [0.7173, -2.8412, -7.7637], [-0.5838, -4.8873, -7.8981], [-2.8263, -1.4193, -5.2001], [-0.8325, -0.5578, -7.2262], [-1.1251, 0.2587, -5.7076], [0.3540, -0.6385, -5.9159], [-1.3806, -3.1132, -3.8207], [-0.5467, -1.5843, -3.6718], [1.3546, -2.4231, -4.9819], [0.9794, -3.5842, -3.7302], [1.3559, -4.6767, -5.9574], [-0.2130, -5.0274, -5.2658], [0.2349, -2.3891, -8.6315], [1.5408, -3.4569, -8.1267], [1.1709, -2.0484, -7.1749], [-1.2011, -5.6428, -7.4159], [0.3464, -5.3699, -8.1976], [-1.0962, -4.5519, -8.8013], [-3.3847, -1.0534, -6.0646], [-2.7340, -0.6031, -4.4866], [-3.4137, -2.1959, -4.7137]], "forces_ev_per_angstrom": [[-0.1748, -0.3092, 0.0828], [0.6745, -0.3022, 0.0738], [-0.0411, 0.1853, 0.7940], [0.0420, -0.0866, 0.0339], [-0.4520, -0.3367, -0.3888], [-0.5572, 0.5798, 0.1814], [0.2328, -0.6451, -0.5308], [0.6990, 0.4608, -0.0114], [-0.6419, -0.0376, 0.4950], [0.2594, 0.1102, 0.0909], [-0.0719, 0.2093, 0.2098], [0.1717, -0.0330, -0.1559], [-0.0363, -0.1593, 0.0709], [0.1839, 0.1104, -0.0365], [-0.0113, 0.1354, 0.0860], [-0.0307, -0.0959, -0.0962], [-0.2219, 0.2729, -0.2069], [-0.2197, 0.3449, -0.1443], [0.3468, 0.0989, -0.1791], [0.1062, -0.3332, -0.0335], [-0.1273, 0.0224, 0.1072], [0.0646, -0.1517, -0.1852], [-0.0529, 0.1637, -0.0778], [0.1543, -0.2076, -0.2840], [-0.1713, 0.0676, 0.1385], [-0.0779, -0.0726, 0.0244], [0.0715, -0.1328, 0.1614], [-0.2948, 0.9445, 1.4501], [-0.0576, -0.4611, -0.2507], [0.1146, 0.0660, 0.0133], [-0.5014, 0.1500, -0.2029], [0.9159, -0.7790, 1.3195], [-1.4164, -0.8617, -1.5781], [0.5762, 0.4072, -0.0460], [-0.1584, 0.1492, 0.2086], [0.0375, 0.2207, -0.5050], [0.1799, 0.0024, -0.5180], [0.0139, -0.0357, -0.0283], [-0.0797, -0.0094, -0.1297], [0.0870, -0.0473, -0.0135], [0.1269, 0.0491, -0.0365], [0.0725, 0.1205, 0.0327], [0.0205, 0.0139, -0.0041], [-0.0096, 0.0047, 0.0272], [0.1431, 0.0278, 0.0290], [0.0864, 0.1134, -0.0270], [-0.0097, 0.0235, -0.0303], [0.0141, -0.0272, -0.1386], [0.0016, 0.0696, -0.0298], [-0.0251, 0.1230, 0.0063], [-0.0785, 0.0143, 0.1278], [-0.0213, 0.0267, -0.0050], [0.0168, -0.0250, -0.0081], [0.0066, -0.0803, 0.1327], [0.1469, -0.0594, -0.0109], [0.2011, 0.0207, -0.1224], [0.3499, 1.7273, -0.0782], [0.2336, -0.4876, 0.1169], [-0.0888, 0.0285, -0.1295], [-0.1254, 0.0684, 0.5344], [1.2893, 0.2140, -1.1575], [-0.2518, -1.4295, 1.7288], [-0.3715, 0.1661, -0.5716], [0.0754, 0.2689, 0.0928], [-0.4882, -0.2124, 0.0825], [-0.4851, -0.3330, -0.0659], [0.0058, -0.0487, -0.0045], [-0.0637, -0.0904, 0.1275], [0.0088, -0.0536, -0.0771], [-0.0836, -0.0025, -0.1019], [-0.1149, 0.0866, -0.0670], [-0.0126, -0.0003, -0.0172], [0.0179, 0.0242, 0.0019], [-0.0261, 0.0113, -0.1490], [-0.1210, 0.0484, -0.0790], [-0.0374, -0.0014, 0.0186], [-0.0770, -0.1178, 0.0201], [-0.0763, 0.0294, 0.0040], [-0.0849, 0.0973, 0.0210], [0.0886, 0.1148, 0.0443], [-0.0220, 0.0192, 0.0237], [0.0330, -0.0600, -0.0413], [0.1792, 0.0058, -0.0184], [0.0212, -0.0922, -0.1403]], "spin_multiplicity": 3, "gap_ev": [8.3, 9.1], "e_lumo_ev": [0.21, 0.08], "s_squared": 2.0081}

[2]
{"formula": "C24H50ClNO3P2ReSi2", "method": "wB97M-V/def2-TZVPD", "symbols": ["Re", "C", "C", "C", "Si", "C", "C", "Si", "H", "H", "H", "Cl", "C", "C", "C", "C", "H", "H", "H", "H", "H", "H", "H", "H", "H", "H", "H", "H", "C", "C", "P", "H", "H", "P", "H", "H", "C", "C", "C", "C", "C", "H", "C", "H", "H", "H", "H", "H", "H", "H", "C", "C", "H", "H", "H", "H", "H", "H", "H", "C", "C", "H", "H", "H", "H", "H", "H", "C", "C", "H", "H", "H", "H", "H", "H", "H", "C", "H", "H", "H", "O", "N", "O", "O"], "xyz": [[-0.1438, -0.4254, -0.0107], [-1.1266, -2.3818, 0.0791], [-0.8657, -2.0318, -1.2810], [0.5701, -1.9546, -1.4004], [-2.2753, -1.8072, -2.5089], [1.1541, -2.1861, -0.1232], [0.0868, -2.4136, 0.8308], [0.0740, -2.7536, 2.6832], [-2.1155, -2.5997, 0.4875], [1.0975, -1.7554, -2.3218], [2.1964, -2.1974, 0.1183], [1.9124, 3.0395, -0.3452], [-1.5802, -3.4455, 3.2076], [1.4626, -3.9097, 3.1511], [-3.8582, -2.5162, -1.8152], [-1.8509, -2.5915, -4.1485], [1.1363, -4.9295, 2.8988], [1.6474, -3.8638, 4.2331], [2.3996, -3.7050, 2.6197], [-2.3880, -2.7273, 3.0120], [-1.5603, -3.6692, 4.2826], [-1.7897, -4.3743, 2.6601], [-1.9904, -3.6771, -4.0370], [-0.8182, -2.4066, -4.4673], [-2.5359, -2.2316, -4.9286], [-3.7282, -3.5844, -1.5959], [-4.6652, -2.4062, -2.5517], [-4.1521, -1.9984, -0.8923], [0.2743, -1.0563, 3.5190], [-2.5217, 0.0725, -2.6803], [1.2849, 0.0381, 2.4838], [0.6795, -1.1695, 4.5363], [-0.7245, -0.5954, 3.5991], [-0.9467, 0.9458, -2.4551], [-3.1965, 0.4017, -1.8726], [-3.0054, 0.3124, -3.6392], [-1.3047, 2.7552, -2.6954], [0.0485, 0.4820, -4.0036], [3.0242, -0.7122, 2.5862], [1.4572, 1.6388, 3.4183], [0.5647, 2.6997, 2.7775], [2.5090, 1.9465, 3.2730], [1.1360, 1.5301, 4.9059], [0.0922, 1.2260, 5.0534], [1.2681, 2.5245, 5.3542], [1.7908, 0.8288, 5.4348], [0.8789, 2.8908, 1.7381], [0.6364, 3.6465, 3.3270], [-0.4902, 2.4013, 2.7521], [2.8897, -1.7286, 2.1827], [3.5420, -0.8045, 4.0197], [4.0168, 0.0476, 1.6972], [2.8838, -1.3791, 4.6838], [3.7042, 0.1920, 4.4539], [4.5115, -1.3208, 4.0016], [3.8204, -0.1061, 0.6325], [5.0304, -0.3213, 1.8995], [3.9971, 1.1292, 1.8910], [0.1189, -0.6163, -3.9468], [1.4624, 1.0723, -3.9562], [-0.6586, 0.8731, -5.2994], [-1.6612, 0.4367, -5.3989], [-0.0595, 0.4989, -6.1409], [-0.7297, 1.9650, -5.4041], [2.0850, 0.6005, -3.1912], [1.4486, 2.1533, -3.7613], [1.9499, 0.9034, -4.9244], [-1.3116, 3.4701, -1.3425], [-2.6112, 3.0347, -3.4275], [-0.4413, 3.1344, -3.2709], [-3.4681, 2.6505, -2.8622], [-2.6339, 2.6036, -4.4338], [-2.7181, 4.1228, -3.5075], [-2.0203, 3.0292, -0.6311], [-1.5542, 4.5341, -1.4736], [-0.3193, 3.3894, -0.8752], [1.6048, 0.5140, -0.6145], [2.4628, 0.0386, -1.0961], [1.1622, 1.2692, -1.3059], [1.9240, 0.9662, 0.3508], [-2.9329, 3.0810, 2.1435], [-2.3529, 3.8290, 1.3411], [-1.5892, 4.7555, 1.6080], [-1.3001, 0.6786, 0.7103]], "forces_ev_per_angstrom": [[-0.8379, 3.8017, 1.1153], [-0.1195, -0.6753, -0.0519], [-0.2784, -1.1103, -0.2985], [0.1712, -1.3044, -0.4006], [-0.0887, 0.9460, -0.2607], [-0.4396, -1.3196, -0.2099], [0.0515, -1.1809, 0.0035], [0.2362, 0.8118, 0.5056], [0.3264, 0.4704, -0.0661], [0.0547, 0.1000, 0.1642], [0.2835, 0.1413, -0.0535], [0.8273, 2.5642, 0.0212], [-0.0005, -0.1568, -0.2805], [-0.1038, -0.2812, -0.0512], [0.1720, -0.2358, 0.1281], [-0.0711, -0.2829, 0.0304], [0.2316, 0.1397, 0.1035], [0.0002, -0.0530, -0.2470], [-0.2050, -0.0855, 0.1606], [0.1538, -0.1760, 0.0856], [-0.0419, 0.0518, -0.2317], [-0.0841, 0.1283, 0.1884], [0.0827, 0.1994, -0.1975], [-0.2616, -0.0617, 0.0343], [0.1804, -0.1247, 0.1326], [-0.1711, 0.1608, -0.0182], [0.1491, -0.0231, 0.1799], [0.0193, -0.1136, -0.2125], [0.0058, -0.4499, 0.3142], [-0.2972, -0.3271, -0.3083], [0.2951, -0.0942, 0.0084], [-0.1838, 0.0328, -0.1860], [0.2396, -0.1013, -0.0876], [0.2263, -0.1332, -0.2157], [0.2173, -0.0926, -0.1341], [0.0224, -0.0467, 0.2386], [0.0546, 0.0838, 0.2986], [-0.4289, 0.0418, 0.6639], [-0.7458, 0.1479, -0.1142], [-0.0924, 0.1896, -0.1413], [-0.0411, 0.2725, -0.5207], [-0.3388, -0.1182, 0.0878], [0.1940, -0.0105, 0.1646], [0.2118, 0.0891, 0.0335], [-0.0702, -0.2373, -0.0180], [-0.1857, 0.0894, -0.0137], [-0.1604, -0.0131, 0.3828], [0.0223, -0.1607, -0.0061], [0.1563, -0.1186, 0.1682], [0.1578, 0.2306, 0.1461], [0.2110, -0.1615, 0.0758], [0.0669, -0.0705, -0.0321], [0.0808, 0.1739, -0.1399], [-0.0478, -0.2620, -0.1331], [-0.1231, 0.1172, 0.0937], [0.0035, 0.1124, 0.2287], [-0.1265, 0.1182, 0.0063], [0.0367, -0.2540, -0.1028], [0.0166, 0.2886, -0.1198], [0.0673, -0.0591, -0.0642], [0.0804, -0.1072, -0.2557], [0.1983, 0.1487, 0.0837], [-0.1408, 0.1210, 0.0571], [0.0183, -0.2998, 0.0428], [-0.1571, 0.1725, -0.1031], [0.0729, -0.2530, -0.0207], [-0.0620, 0.0939, 0.1087], [0.4176, -0.0839, 0.1699], [0.0311, 0.0370, -0.2789], [-0.3207, -0.0765, 0.1162], [0.1291, 0.1029, -0.0923], [-0.1103, 0.1018, 0.1362], [-0.1037, -0.1670, -0.0771], [-0.0589, -0.0720, -0.5024], [0.0120, -0.2256, 0.0258], [-0.2784, 0.1753, -0.0733], [0.2868, -0.0367, -0.1418], [-0.2214, -0.2213, 0.0598], [1.0523, -0.7776, 1.0534], [-0.1593, -0.2473, -1.5984], [1.2923, 1.7415, -2.7399], [0.5474, 0.7568, 4.5229], [-1.9736, -2.3670, -1.4004], [-0.2338, -0.1240, 0.0603]], "spin_multiplicity": 4, "gap_ev": [6.6, 4.9], "e_lumo_ev": [0.09, -1.65], "relative_energy_kj_mol": 0.00, "s_squared": 3.7746}

Number 1: E_tot -4456.9627 hartree. Number 2: E_tot -3024.9466 hartree.